Here is an isolated ion of composition C10H17F7NO5S and charge +1 at a distorted geometry from the Open Molecules 2025 dataset. Energies are from ωB97M-V/def2-TZVPD.

Atoms and positions in Å:
C: 3.528 1.847 0.555
C: 2.482 2.674 -0.162
O: 2.978 3.397 -1.233
C: 1.338 1.786 -0.676
O: 0.698 1.246 0.491
N: -0.398 0.423 0.210
C: -1.548 1.067 -0.499
C: -2.866 0.869 0.258
C: -3.974 0.378 -0.658
C: -5.307 0.160 0.103
O: -5.268 0.607 1.457
S: 0.023 -1.158 -0.597
O: 0.191 -0.956 -1.988
O: -1.013 -2.025 -0.163
C: 1.663 -1.672 0.148
F: 1.772 -1.139 1.378
F: 2.652 -1.228 -0.637
C: 1.696 -3.236 0.265
F: 1.231 -3.800 -0.858
F: 0.914 -3.564 1.309
C: 3.126 -3.772 0.563
F: 3.910 -3.625 -0.502
F: 2.986 -5.076 0.838
F: 3.645 -3.145 1.623
H: 3.130 1.380 1.444
H: 4.321 2.507 0.887
H: 3.979 1.112 -0.105
H: 2.040 3.317 0.597
H: 3.863 3.099 -1.435
H: 0.681 2.416 -1.267
H: 1.761 1.026 -1.327
H: -0.756 0.137 1.128
H: -1.358 2.122 -0.616
H: -1.653 0.664 -1.498
H: -3.169 1.814 0.685
H: -2.772 0.182 1.096
H: -4.145 1.057 -1.484
H: -3.670 -0.579 -1.071
H: -6.096 0.720 -0.371
H: -5.552 -0.892 0.099
H: -5.064 -0.139 2.014

Results
highest occupied orbital energy	-13.43	eV
SMILES	C[C@@H](O)CO[N@@H+](CCCCO)S(=O)(=O)C(F)(F)C(F)(F)C(F)(F)F
LUMO	-4.063	eV
frontier orbital gap	9.363	eV
energy relative to the best compared isomer or geometry (same formula, charge and spin)	10.3	kcal per mole
DFT total energy	-52220.0507	eV
total charge	+1